Arrangement w

This record from OMol25 describes a cluster of 2 separate species, C3H5N3 in total. The level of theory is ωB97M-V/def2-TZVPD.

XYZ file:
```
11
Properties=species:S:1:pos:R:3
C -1.536 -0.375 0.049
N -0.461 -0.234 -0.955
C 0.537 0.542 -0.717
N 1.363 1.404 -0.734
C 1.257 -0.402 1.501
N 2.338 0.056 1.510
H -1.066 -0.749 0.967
H -2.282 -1.057 -0.359
H -1.986 0.604 0.220
H -0.237 -1.056 -1.507
H 2.072 1.265 0.026
```

Computed properties:
**Highest occupied orbital energy**: -9.34 eV

Calculated atomic charges, method Löwdin, unit e:
1 C -0.049
2 N 0.035
3 C -0.226
4 N 0.257
5 C -0.318
6 N -0.153
7 H 0.032
8 H 0.091
9 H 0.097
10 H 0.170
11 H 0.063

***

Arrangement x

This record from OMol25 describes the molecule C3H5N3. The level of theory is ωB97M-V/def2-TZVPD.

XYZ file:
```
11
Properties=species:S:1:pos:R:3
C 1.749 -0.022 -0.006
N 0.503 0.231 -0.280
C -0.441 -0.720 -0.887
N -1.577 -0.586 -0.369
C -1.357 0.495 0.635
N -0.185 1.223 0.254
H 2.245 -0.869 -0.454
H 2.184 0.616 0.750
H -1.090 -0.075 1.548
H -0.125 -1.433 -1.643
H -2.235 1.106 0.828
```

Computed properties:
**Highest occupied orbital energy (spin up / spin down)**: -7.97 / -7.97 eV

Calculated atomic charges, method Löwdin, unit e:
1 C 0.054
2 N -0.250
3 C -0.127
4 N 0.100
5 C -0.268
6 N 0.000
7 H 0.069
8 H 0.080
9 H 0.115
10 H 0.124
11 H 0.103

***

Arrangement y

This record from OMol25 describes the molecule C3H5N3. The level of theory is ωB97M-V/def2-TZVPD.

XYZ file:
```
11
Properties=species:S:1:pos:R:3
N -0.012 -0.072 1.728
C 0.908 0.116 0.873
C 1.102 -0.078 -0.566
N 0.212 -0.141 -1.446
C -1.087 -0.125 -0.998
N -1.820 0.886 -0.833
H 0.379 0.130 2.656
H 1.864 0.502 1.218
H 2.141 -0.080 -0.902
H -1.545 -1.082 -0.777
H -2.713 0.588 -0.420
```

Computed properties:
**SMILES**: [H]/N=C/C=N\C=N\[H]
**Highest occupied orbital energy**: -9.65 eV

Calculated atomic charges, method Löwdin, unit e:
1 N 0.119
2 C -0.228
3 C -0.149
4 N 0.100
5 C -0.374
6 N 0.097
7 H 0.062
8 H 0.093
9 H 0.112
10 H 0.117
11 H 0.052

***

Arrangement z

This record from OMol25 describes the molecule C3H5N3. The level of theory is ωB97M-V/def2-TZVPD.

XYZ file:
```
11
Properties=species:S:1:pos:R:3
C -1.910 -0.094 0.107
C 0.123 -0.402 0.351
C 0.945 0.493 -0.260
N 2.209 -0.078 -0.134
N 2.324 -1.151 0.462
N -0.858 -0.978 0.771
H -1.985 -0.269 -0.974
H -1.764 0.988 0.282
H -2.788 -0.411 0.638
H 0.710 1.452 -0.699
H 2.993 0.449 -0.544
```

Computed properties:
**Highest occupied orbital energy**: -8.14 eV

Calculated atomic charges, method Löwdin, unit e:
1 C -0.083
2 C -0.188
3 C -0.130
4 N -0.233
5 N 0.084
6 N 0.075
7 H 0.089
8 H 0.085
9 H 0.070
10 H 0.094
11 H 0.136

***

The most stable arrangement is arrangement y, and the next structure is 0.0416 hartree less stable.

***

Arrangement w

This record from OMol25 describes a cluster of 2 separate species, C3H5N3 in total. The level of theory is ωB97M-V/def2-TZVPD.

XYZ file:
```
11
Properties=species:S:1:pos:R:3
C 1.679 0.450 1.354
C 1.950 0.433 -0.081
N 2.120 0.397 -1.225
N -3.380 -0.166 -1.100
N -2.174 -0.402 -0.945
C -1.024 -0.509 -0.645
H 0.619 0.231 1.513
H 2.283 -0.309 1.858
H 1.914 1.432 1.773
H -3.872 -1.055 -1.213
H -0.150 -0.538 -1.282
```

Computed properties:
**Highest occupied orbital energy**: -9.15 eV

Calculated atomic charges, method Löwdin, unit e:
1 C -0.072
2 C -0.298
3 N 0.127
4 N 0.063
5 N -0.230
6 C 0.074
7 H 0.064
8 H 0.085
9 H 0.085
10 H 0.066
11 H 0.037

***

Arrangement x

This record from OMol25 describes the molecule C3H5N3. The level of theory is ωB97M-V/def2-TZVPD.

XYZ file:
```
11
Properties=species:S:1:pos:R:3
C -1.556 -0.454 -0.122
N -0.380 -0.218 -0.622
C 0.214 1.136 -0.628
N 1.265 1.111 0.057
C 1.298 -0.328 0.513
N 0.606 -1.109 -0.450
H -2.342 0.284 -0.163
H -1.672 -1.437 0.317
H 0.570 -0.277 1.380
H -0.280 1.975 -1.105
H 2.277 -0.681 0.823
```

Computed properties:
**Highest occupied orbital energy (spin up / spin down)**: -8.09 / -8.09 eV

Calculated atomic charges, method Löwdin, unit e:
1 C 0.072
2 N -0.238
3 C -0.141
4 N 0.103
5 C -0.280
6 N -0.024
7 H 0.078
8 H 0.089
9 H 0.118
10 H 0.121
11 H 0.101

***

The most stable arrangement is arrangement w, and the next structure is 0.0286 hartree less stable.

***

Arrangement w

This record from OMol25 describes the molecule C3H5N3. The level of theory is ωB97M-V/def2-TZVPD.

XYZ file:
```
11
Properties=species:S:1:pos:R:3
N -1.980 -0.010 0.064
C -0.629 0.189 -0.061
N 0.161 -0.874 0.385
N 1.459 -0.395 0.276
C 1.352 0.832 -0.348
C 0.064 1.316 -0.521
H -2.513 0.769 -0.297
H -2.319 -0.911 -0.249
H 2.157 -1.090 0.035
H 2.297 1.292 -0.632
H -0.049 -1.117 1.348
```

Computed properties:
**SMILES**: NC1=C=CNN1
**Highest occupied orbital energy**: -7.70 eV

Calculated atomic charges, method Löwdin, unit e:
1 N 0.113
2 C -0.441
3 N 0.033
4 N -0.031
5 C -0.168
6 C -0.069
7 H 0.090
8 H 0.096
9 H 0.138
10 H 0.092
11 H 0.149

***

Arrangement x

This record from OMol25 describes the molecule C3H5N3. The level of theory is ωB97M-V/def2-TZVPD.

XYZ file:
```
11
Properties=species:S:1:pos:R:3
C 0.801 -1.230 -0.654
N 0.191 -0.218 -0.029
C -0.744 -0.300 1.028
N -1.221 0.844 1.370
N -0.630 1.793 0.526
C 0.307 1.089 -0.240
H 1.529 -0.924 -1.391
H -1.180 1.866 -0.379
H 0.835 -2.170 -0.136
H -1.021 -1.260 1.451
H 1.016 1.585 -0.865
```

Computed properties:
**Highest occupied orbital energy (spin up / spin down)**: -6.67 / -6.67 eV

Calculated atomic charges, method Löwdin, unit e:
1 C -0.067
2 N -0.184
3 C -0.101
4 N 0.052
5 N -0.040
6 C -0.154
7 H 0.042
8 H 0.158
9 H 0.030
10 H 0.135
11 H 0.129

***

The most stable arrangement is arrangement w, and the next structure is 0.0470 hartree less stable.

***

Arrangement w

This record from OMol25 describes the ion C4H5N2O2 with charge +1. The level of theory is ωB97M-V/def2-TZVPD.

XYZ file:
```
13
Properties=species:S:1:pos:R:3
C -0.007 -1.284 0.251
C 0.189 1.607 -0.226
C -1.128 -0.246 0.509
C -0.935 0.887 -0.582
N 2.258 -0.791 -0.286
N 1.178 -0.843 0.267
O 1.022 2.222 0.204
O 3.402 -0.741 -0.030
H -0.262 -2.435 0.250
H -2.221 -0.533 0.413
H -0.869 0.236 1.413
H -1.788 1.682 -0.679
H -0.840 0.242 -1.504
```

Computed properties:
**Highest occupied orbital energy (spin up / spin down)**: -12.77 / -12.78 eV
**Net charge**: +1

Calculated atomic charges, method Löwdin, unit e:
1 C -0.103
2 C -0.024
3 C -0.095
4 C -0.079
5 N -0.100
6 N 0.053
7 O 0.403
8 O 0.110
9 H 0.175
10 H 0.159
11 H 0.100
12 H 0.213
13 H 0.187

***

Arrangement x

This record from OMol25 describes the ion C4H5N2O2 with charge +1. The level of theory is ωB97M-V/def2-TZVPD.

XYZ file:
```
13
Properties=species:S:1:pos:R:3
C 0.705 1.028 0.469
C -0.701 0.734 0.630
C 1.271 0.240 -0.352
C -1.460 0.308 -0.618
N -1.034 -0.712 0.029
N 1.917 -0.454 -1.139
O -1.886 0.750 -1.589
O -1.832 -1.351 1.147
H 1.210 1.835 1.007
H -1.378 0.841 1.477
H 1.726 -0.506 -2.106
H 2.592 -1.105 -0.706
H -1.130 -1.608 1.751
```

Computed properties:
**SMILES**: [NH2+]=C=C[C@H]1C(=O)N1O
**Highest occupied orbital energy**: -13.86 eV
**Net charge**: +1

Calculated atomic charges, method Löwdin, unit e:
1 C 0.058
2 C -0.043
3 C -0.024
4 C -0.484
5 N 0.090
6 N 0.292
7 O 0.268
8 O 0.051
9 H 0.171
10 H 0.164
11 H 0.159
12 H 0.191
13 H 0.108

***

The most stable arrangement is arrangement w, and the next structure is 0.0090 hartree less stable.

***

Arrangement w

This record from OMol25 describes a structure of composition C5H6OS2. The level of theory is ωB97M-V/def2-TZVPD.

XYZ file:
```
14
Properties=species:S:1:pos:R:3
C 1.868 -0.856 0.272
C 1.373 -0.087 -0.889
C 0.544 -0.876 0.875
C 0.073 -0.066 -0.240
C -2.022 1.991 -0.012
O -2.016 -1.715 0.179
S 2.585 0.783 0.135
S -0.730 -1.692 -0.486
H 2.446 -1.686 0.149
H 1.680 -0.401 -1.917
H 0.293 -1.026 1.996
H -1.782 2.705 -0.824
H -1.587 1.790 0.937
H -2.725 1.135 -0.176
```

Computed properties:
**Highest occupied orbital energy (spin up / spin down)**: -7.86 / -9.39 eV
**2S+1**: 3
**Expectation value of S²**: 2.0092

Calculated atomic charges, method Löwdin, unit e:
1 C -0.582
2 C -0.554
3 C -0.275
4 C -0.378
5 C 0.049
6 O -0.545
7 S 0.922
8 S 0.999
9 H 0.087
10 H 0.137
11 H 0.164
12 H 0.006
13 H -0.029
14 H -0.002

***

Arrangement x

This record from OMol25 describes the molecule C5H6OS2. The level of theory is ωB97M-V/def2-TZVPD.

XYZ file:
```
14
Properties=species:S:1:pos:R:3
C 0.837 0.525 1.715
C 0.208 1.239 0.574
C 1.399 -0.724 1.142
C 0.393 0.327 -0.592
C -0.699 -0.369 -1.282
O 2.019 -1.663 -1.251
S -0.975 0.662 1.823
S 2.062 -0.414 -0.505
H 1.348 1.014 2.535
H 0.244 2.315 0.432
H 1.004 -1.700 1.351
H -0.303 -1.235 -1.813
H -1.152 0.309 -2.010
H -1.481 -0.690 -0.588
```

Computed properties:
**Highest occupied orbital energy (spin up / spin down)**: -7.56 / -9.31 eV
**2S+1**: 3
**Expectation value of S²**: 2.0121

Calculated atomic charges, method Löwdin, unit e:
1 C -0.590
2 C -0.559
3 C -0.214
4 C -0.414
5 C -0.098
6 O -0.512
7 S 0.885
8 S 0.966
9 H 0.104
10 H 0.111
11 H 0.087
12 H 0.073
13 H 0.089
14 H 0.070

***

The most stable arrangement is arrangement x, and the next structure is 0.1139 hartree less stable.

***

Arrangement w

This record from OMol25 describes a cluster of 2 separate species, C2H4Cl2N2 in total. The level of theory is ωB97M-V/def2-TZVPD.

XYZ file:
```
10
Properties=species:S:1:pos:R:3
C 1.753 0.883 -0.451
C 0.526 -0.449 1.419
N 1.069 0.385 0.354
N 2.529 1.638 -0.928
Cl 1.458 -1.911 1.569
Cl -5.131 -0.327 -2.535
H -0.367 -0.917 1.225
H 0.581 0.113 2.279
H 3.444 1.394 -1.221
H -5.860 -0.808 -1.711
```

Computed properties:
**SMILES**: N=C=NCCl.Cl
**Highest occupied orbital energy**: -9.34 eV

Calculated atomic charges, method Löwdin, unit e:
1 C -0.366
2 C -0.573
3 N 0.071
4 N 0.143
5 Cl 0.590
6 Cl 0.333
7 H 0.025
8 H 0.053
9 H 0.058
10 H -0.333

***

Arrangement x

This record from OMol25 describes the molecule C2H4Cl2N2. The level of theory is ωB97M-V/def2-TZVPD.

XYZ file:
```
10
Properties=species:S:1:pos:R:3
C 0.256 -0.097 0.271
C -0.904 -0.781 0.867
H 0.469 2.173 -1.952
H 1.559 0.979 -1.726
H 1.348 -0.577 0.689
H -1.852 -0.333 0.801
N 0.815 1.488 -1.217
N 0.047 0.865 -0.490
Cl -0.588 -1.305 2.640
Cl -1.151 -2.411 0.117
```

Computed properties:
**SMILES**: N/N=C/C(Cl)Cl
**Highest occupied orbital energy**: -9.15 eV

Calculated atomic charges, method Löwdin, unit e:
1 C -0.319
2 C -0.971
3 H 0.138
4 H 0.123
5 H 0.173
6 H 0.037
7 N -0.005
8 N -0.112
9 Cl 0.442
10 Cl 0.493

***

The most stable arrangement is arrangement w, and the next structure is 0.0178 hartree less stable.